{"formula": "C15H17IrN6OS2", "method": "ωB97M-V/def2-TZVPD", "spin_multiplicity": 5, "lumo_energy_ha": [-0.19036, -0.32434], "charge": 2, "total_energy_ev": -51312.3058, "largest_force_ev_per_a": 0.31, "elements": ["Ir", "S", "C", "C", "N", "C", "H", "H", "H", "C", "N", "C", "C", "N", "C", "S", "H", "H", "H", "H", "H", "H", "N", "C", "N", "O", "H", "H", "H", "H", "N", "C", "C", "C", "C", "C", "C", "C", "H", "H", "H", "H"], "xyz": [[0.184, -0.451, -0.254], [-3.069, -3.416, -1.640], [-1.542, -4.129, -1.919], [-0.555, -3.260, -1.603], [-1.009, -2.040, -1.147], [-2.326, -1.999, -1.113], [-1.448, -5.131, -2.305], [0.505, -3.435, -1.704], [-2.883, -1.137, -0.777], [2.969, -4.229, 1.993], [3.374, -3.424, 0.835], [4.394, -3.753, -0.037], [4.470, -2.769, -0.961], [3.494, -1.856, -0.634], [2.834, -2.258, 0.462], [1.588, -1.389, 1.305], [3.849, -4.717, 2.400], [2.239, -4.977, 1.691], [2.537, -3.581, 2.750], [4.974, -4.652, 0.080], [5.125, -2.643, -1.804], [3.278, -1.001, -1.128], [1.409, 2.575, -1.561], [1.665, 1.493, -2.301], [2.144, 1.649, -3.539], [1.495, 0.315, -1.857], [1.506, 3.508, -1.926], [1.014, 2.461, -0.642], [2.307, 2.553, -3.949], [2.282, 0.832, -4.107], [-4.349, 4.593, 2.689], [-3.613, 3.840, 2.229], [-2.694, 2.898, 1.654], [-1.823, 2.183, 2.481], [-0.939, 1.283, 1.923], [-0.917, 1.060, 0.531], [-1.801, 1.802, -0.285], [-2.678, 2.711, 0.267], [-1.845, 2.345, 3.551], [-0.259, 0.745, 2.573], [-1.798, 1.667, -1.362], [-3.356, 3.279, -0.356]], "atomic_forces_ev_per_a": [[-0.08, 0.30, -0.02], [-0.03, -0.01, -0.01], [-0.02, -0.02, -0.03], [0.00, 0.15, -0.07], [0.02, -0.07, 0.12], [0.03, -0.04, -0.04], [0.00, 0.02, 0.01], [-0.01, 0.00, 0.03], [0.01, -0.03, 0.02], [0.01, -0.01, -0.02], [0.05, 0.00, 0.11], [-0.05, -0.02, 0.03], [-0.05, 0.00, -0.01], [0.00, 0.05, -0.11], [0.04, -0.09, 0.00], [0.01, -0.07, 0.03], [0.01, 0.01, -0.01], [0.00, 0.01, -0.02], [0.01, 0.02, 0.00], [-0.01, 0.02, 0.01], [0.00, 0.00, 0.02], [-0.04, 0.05, -0.02], [-0.07, -0.06, -0.04], [0.09, 0.16, 0.00], [-0.02, -0.05, 0.06], [0.04, -0.16, 0.01], [0.01, 0.01, 0.00], [0.02, 0.00, 0.02], [0.01, 0.00, 0.01], [0.00, 0.01, -0.02], [0.03, -0.03, -0.03], [0.02, -0.01, 0.01], [-0.02, 0.02, -0.01], [0.00, 0.04, 0.03], [0.07, 0.04, 0.02], [-0.01, -0.19, -0.06], [-0.01, -0.02, -0.03], [-0.01, 0.03, 0.01], [-0.01, 0.00, -0.01], [-0.03, -0.01, 0.01], [-0.01, -0.01, 0.00], [0.00, -0.01, 0.01]]}

=====

{"formula": "C27H44HoN3P3S", "method": "ωB97M-V/def2-TZVPD", "spin_multiplicity": 5, "lumo_energy_ha": [-0.43755, -0.43488], "charge": 3, "total_energy_ev": -97649.2560, "largest_force_ev_per_a": 10.13, "elements": ["Ho", "P", "P", "P", "H", "C", "C", "H", "C", "C", "C", "C", "C", "C", "C", "C", "C", "H", "H", "H", "H", "H", "H", "H", "H", "H", "H", "H", "H", "H", "H", "H", "H", "H", "H", "H", "H", "H", "H", "H", "H", "H", "H", "H", "H", "H", "C", "C", "C", "C", "C", "C", "S", "H", "H", "H", "H", "H", "H", "N", "C", "C", "C", "C", "C", "C", "C", "N", "C", "C", "N", "C", "H", "H", "H", "H", "H", "H", "H"], "xyz": [[0.000, 0.000, 0.000], [-1.866, 0.314, -1.286], [0.944, -1.943, -0.805], [1.383, 1.256, -1.368], [1.083, 0.554, 2.584], [1.037, 1.045, 1.610], [-0.180, 1.758, 1.249], [-1.009, 1.767, 1.952], [-3.559, -0.126, -0.665], [-2.064, -0.402, -2.990], [-2.231, 2.090, -1.674], [2.544, -2.558, -0.077], [0.007, -3.548, -0.738], [1.419, -2.110, -2.596], [1.509, 3.078, -1.065], [1.173, 1.339, -3.207], [3.191, 0.870, -1.286], [2.000, 1.503, 1.373], [-0.095, 2.715, 0.742], [-3.700, 0.286, 0.338], [-3.667, -1.212, -0.615], [-4.336, 0.275, -1.327], [-2.072, -1.494, -2.915], [-1.216, -0.113, -3.616], [-2.992, -0.071, -3.472], [-2.337, 2.633, -0.730], [-3.147, 2.203, -2.266], [-1.398, 2.537, -2.222], [2.881, -3.491, -0.547], [2.416, -2.720, 0.995], [3.314, -1.794, -0.203], [0.590, -4.358, -1.191], [-0.934, -3.437, -1.286], [-0.228, -3.826, 0.292], [1.807, -3.115, -2.800], [2.189, -1.384, -2.868], [0.541, -1.933, -3.223], [2.240, 3.512, -1.754], [1.829, 3.271, -0.038], [0.539, 3.555, -1.221], [1.993, 1.905, -3.663], [0.230, 1.839, -3.443], [1.145, 0.338, -3.641], [3.780, 1.601, -1.852], [3.388, -0.127, -1.687], [3.502, 0.883, -0.238], [5.987, 4.590, 1.007], [7.275, 4.239, 1.434], [7.820, 4.838, 2.568], [7.095, 5.788, 3.288], [5.813, 6.136, 2.862], [5.257, 5.545, 1.729], [5.225, 3.875, -0.424], [6.250, 3.070, -0.755], [7.849, 3.501, 0.881], [8.820, 4.556, 2.888], [7.524, 6.251, 4.171], [5.236, 6.874, 3.412], [4.258, 5.822, 1.405], [-8.593, -6.665, 1.365], [-7.702, -5.926, 1.377], [-6.587, -5.016, 1.391], [-5.283, -5.508, 1.252], [-4.191, -4.639, 1.344], [-4.399, -3.282, 1.622], [-5.708, -2.783, 1.706], [-6.801, -3.644, 1.576], [-3.289, -2.400, 1.819], [-3.139, -1.475, 2.779], [-2.005, -0.747, 2.504], [-1.488, -1.187, 1.346], [-2.262, -2.234, 0.985], [-5.106, -6.565, 1.101], [-3.185, -5.029, 1.260], [-5.878, -1.724, 1.862], [-7.804, -3.242, 1.650], [-3.828, -1.307, 3.590], [-1.661, 0.103, 3.057], [-2.232, -2.755, 0.061]], "atomic_forces_ev_per_a": [[-3.32, -4.00, 5.41], [-8.22, 1.34, -5.77], [4.59, -8.29, -3.27], [5.53, 5.16, -5.91], [-0.43, -0.80, -0.37], [-1.73, 5.54, 3.08], [4.41, 2.10, 5.04], [-0.40, -0.88, -0.33], [0.13, -0.14, 0.45], [0.76, -0.33, 0.10], [0.86, 0.36, 0.46], [-0.05, 0.76, 0.58], [-0.67, 0.26, 0.38], [-0.22, 0.74, -0.22], [-0.31, 0.04, 0.28], [-0.34, -0.24, 0.00], [-0.07, -0.60, 0.39], [-0.06, -0.31, -0.73], [0.05, -0.40, -0.86], [-0.06, -0.07, -0.07], [-0.08, 0.26, -0.11], [0.38, 0.04, 0.02], [-0.07, 0.08, -0.10], [-0.14, -0.04, -0.03], [0.18, 0.05, 0.37], [-0.14, 0.10, -0.14], [0.18, -0.33, 0.19], [-0.17, 0.03, 0.01], [-0.35, 0.25, -0.06], [0.05, -0.09, -0.03], [0.01, -0.15, 0.01], [0.08, 0.42, -0.01], [0.17, -0.20, -0.07], [0.09, 0.05, -0.08], [-0.16, 0.15, 0.31], [-0.10, -0.16, 0.01], [0.12, -0.09, -0.05], [-0.10, -0.17, 0.14], [0.13, 0.07, -0.14], [0.08, 0.02, -0.06], [-0.10, -0.09, 0.23], [0.15, -0.02, -0.05], [0.03, 0.15, -0.06], [-0.33, -0.01, 0.15], [0.04, 0.13, 0.01], [0.22, 0.09, -0.15], [0.21, 0.35, 0.71], [-0.25, 0.07, -0.05], [-0.17, 0.04, -0.06], [-0.14, -0.13, -0.24], [0.07, -0.11, -0.06], [0.23, -0.22, -0.05], [0.15, -0.17, 0.00], [-0.11, 0.09, -0.03], [-0.03, 0.11, 0.07], [-0.16, 0.06, -0.06], [-0.06, -0.06, -0.15], [0.11, -0.09, -0.09], [0.10, 0.04, 0.02], [0.94, 0.79, 0.02], [-0.83, -0.68, -0.14], [0.28, 0.15, 0.08], [0.25, 0.55, 0.02], [-0.30, 0.24, 0.24], [-1.21, -1.00, -0.19], [0.27, -0.22, -0.06], [0.57, 0.12, 0.12], [0.42, -0.08, -0.61], [0.11, 1.58, 1.63], [-1.84, 0.01, 1.06], [0.32, -1.94, -1.04], [0.06, 0.61, -0.11], [-0.08, 0.05, -0.01], [0.02, -0.06, 0.08], [-0.02, -0.03, 0.07], [0.07, -0.12, 0.00], [-0.09, -0.37, 0.03], [0.28, 0.02, 0.20], [0.21, -0.36, -0.31]]}